(1)
The following is a quantum chemistry calculation of C14H14F2N as an isolated structure, from the OMol25 dataset.

total charge	+1
electronic energy	-21658.49534	eV
multiplicity	1
E_LUMO	-5.5	eV
E_HOMO	-11.9	eV
orbital gap	6.4	eV
strongest force on any atom	5.83	eV Å⁻¹

Structure (XYZ):
```
31
Properties=species:S:1:pos:R:3:lowdin_charge:R:1
F 4.26576 0.69754 -1.67475 0.070
C 3.09255 1.40218 -1.72899 -0.231
C 2.86732 2.25262 -2.80057 0.017
C 1.66995 2.97434 -2.83545 -0.054
C 0.78020 2.92992 -1.77446 -0.039
C 1.05336 2.09238 -0.63763 -0.168
C 0.17042 2.02196 0.50063 0.034
C 0.49434 1.76423 1.87305 -0.157
C -0.54849 1.78923 2.86099 -0.020
C -0.33987 1.28473 4.13417 -0.043
C 0.89870 0.74074 4.47712 0.027
C 1.93802 0.79782 3.56132 -0.219
F 3.14644 0.23525 3.89213 0.067
C 1.81623 1.38314 2.30551 0.078
C 2.17727 1.21667 -0.70963 0.040
H 3.58373 2.33298 -3.60557 0.129
H 1.42871 3.59351 -3.69343 0.120
H -0.13747 3.53711 -1.81400 0.102
H -0.86437 1.52133 0.17921 0.123
H -1.53860 2.15626 2.57696 0.088
H -1.16298 1.30831 4.84261 0.122
H 1.04048 0.29975 5.45742 0.134
H 2.67449 1.45491 1.63818 0.122
H 2.27946 0.38125 -0.01367 0.136
C -2.99322 2.25520 0.54884 -0.044
N -1.66496 2.60568 -0.01222 -0.020
H -3.81133 2.29696 -0.18767 0.113
H -2.92893 1.23593 0.88690 0.088
H -3.20380 2.84485 1.44089 0.095
H -1.22556 3.45848 0.37355 0.154
H -1.72235 2.74290 -1.03209 0.136
```

(2)
The following is a quantum chemistry calculation of one molecule with the formula C14H14FN3O3S, from the OMol25 dataset.

total charge	0
electronic energy	-38912.19200	eV
multiplicity	1
SMILES string	CCOC(=O)Cc1csc(NC(=O)Nc2ccc(F)cc2)n1
E_LUMO	0.5	eV
E_HOMO	-8.3	eV
orbital gap	8.8	eV
strongest force on any atom	1.03	eV Å⁻¹

Structure (XYZ):
```
36
Properties=species:S:1:pos:R:3:lowdin_charge:R:1
C -6.70996 -1.15554 -0.19439 -0.062
C -5.81155 -2.36907 -0.00689 -0.211
O -4.56308 -2.00402 0.59005 -0.005
C -3.60635 -1.55203 -0.22131 -0.510
O -3.71534 -1.44867 -1.41256 0.125
C -2.36282 -1.18778 0.56949 -0.017
C -2.03763 0.26131 0.38628 -0.369
C -2.92903 1.28341 0.36488 -0.347
S -2.12784 2.79574 0.12742 1.060
C -0.60902 1.91287 0.07519 -0.593
N 0.55894 2.58082 -0.10090 0.113
C 1.87544 2.07969 -0.15123 -0.503
O 2.78216 2.86379 -0.30103 0.079
N 1.94494 0.73766 -0.01761 0.145
C 3.08346 -0.06758 -0.01122 -0.216
C 4.37334 0.43873 -0.15288 -0.002
C 5.45843 -0.41747 -0.13421 -0.001
C 5.24759 -1.77442 0.02548 -0.285
F 6.30844 -2.61099 0.04474 0.049
C 3.97576 -2.30019 0.16708 -0.011
C 2.89560 -1.44053 0.14810 -0.017
N -0.73569 0.63425 0.22271 0.074
H -6.25536 -0.46205 -0.89793 0.075
H -6.86422 -0.65034 0.75632 0.078
H -7.67163 -1.47232 -0.58714 0.078
H -6.25640 -3.08734 0.68431 0.124
H -5.61463 -2.84789 -0.97128 0.123
H -1.52296 -1.77580 0.19695 0.131
H -2.52892 -1.41892 1.62325 0.130
H -3.99320 1.24612 0.46885 0.074
H 0.50774 3.58539 -0.20635 0.145
H 1.04550 0.26421 0.09518 0.097
H 4.51830 1.49864 -0.27656 0.101
H 6.46275 -0.04034 -0.24237 0.119
H 3.84369 -3.36342 0.28929 0.117
H 1.89473 -1.83131 0.25722 0.111
```

(3)
The following is a quantum chemistry calculation of C14H14N2O2 as an isolated structure, from the OMol25 dataset.

total charge	0
electronic energy	-21807.88872	eV
multiplicity	1
E_LUMO	-0.5	eV
E_HOMO	-9.0	eV
orbital gap	8.5	eV
strongest force on any atom	17.15	eV Å⁻¹

Structure (XYZ):
```
32
Properties=species:S:1:pos:R:3:lowdin_charge:R:1
C 1.20180 2.14684 -0.02661 -0.048
C 0.41050 0.87475 -0.01303 -0.249
C 0.05043 0.20277 1.17095 0.127
C 0.41533 0.79527 2.56279 -0.225
C 0.88938 -0.04447 3.45988 -0.065
C 1.03002 0.31377 4.89416 -0.012
C 0.90586 1.71928 5.29241 -0.119
C 0.79865 2.46934 4.31836 -0.201
C 0.46404 2.11644 3.05714 -0.036
H 0.05207 2.90666 2.25043 0.161
H 0.61654 3.39027 4.73924 0.101
H 1.40383 1.77056 6.36846 0.164
H 1.44818 -0.41611 5.48140 0.052
H 0.70197 -1.29151 3.33172 0.176
H -0.41296 -0.54589 1.22439 -0.007
C -0.14351 0.48769 -1.11658 -0.411
O -0.36049 1.27593 -2.20875 -0.048
N -0.19915 -0.88197 -1.23346 0.177
C -0.54653 -1.83344 -2.39373 -0.303
N -0.69438 -3.00674 -2.21772 0.134
O -0.97063 -3.42641 -3.44993 0.035
C -1.49262 -2.39001 -4.08326 -0.325
C -1.13140 -1.31649 -3.52382 0.019
H -1.33129 -0.20136 -3.79861 0.170
C -1.68621 -2.82713 -5.57278 0.043
H -2.84682 -3.25710 -5.60272 0.146
H -1.18845 -3.06203 -6.28546 -0.056
H -2.08743 -1.85693 -6.07836 0.107
H 0.09167 -1.43843 -0.40575 0.142
H 0.59935 3.05765 -0.23346 0.093
H 1.90940 2.21302 0.93965 0.117
H 2.10282 2.05578 -0.84697 0.140
```

(4)
The following is a quantum chemistry calculation of one molecule with the formula C14H14N2O4, from the OMol25 dataset.

total charge	0
electronic energy	-25910.55379	eV
multiplicity	1
SMILES string	O=NOC1=CC(=O)C=C(CCCCn2cccc2)C1=O
E_LUMO	-1.1	eV
E_HOMO	-8.1	eV
orbital gap	7.0	eV
strongest force on any atom	1.05	eV Å⁻¹

Structure (XYZ):
```
34
Properties=species:S:1:pos:R:3:lowdin_charge:R:1
O -3.67562 0.20851 -3.41379 0.141
N -3.86480 0.65351 -2.37302 0.054
O -4.03429 -0.43745 -1.37340 -0.010
C -2.88522 -0.91461 -0.84357 -0.216
C -2.85587 -2.02812 -0.11829 0.081
C -1.56828 -2.47632 0.43944 -0.395
O -1.49177 -3.09213 1.46605 0.115
C -0.37828 -2.10724 -0.35980 0.057
C -0.38017 -0.98423 -1.07571 -0.140
C 0.77669 -0.55121 -1.92140 -0.118
C 1.45698 0.74162 -1.43702 -0.182
C 2.68572 0.47887 -0.57129 -0.178
C 2.37183 0.02036 0.84370 -0.139
N 1.40101 0.84474 1.54704 -0.110
C 0.61534 0.33273 2.54414 -0.103
C -0.19933 1.33795 3.03442 -0.094
C 0.11271 2.50439 2.29902 -0.097
C 1.10013 2.17634 1.38683 -0.101
C -1.60734 -0.14303 -0.99504 -0.278
O -1.58575 1.05501 -0.99595 0.156
H -3.75388 -2.59626 0.06106 0.136
H 0.48683 -2.75267 -0.35061 0.131
H 1.47447 -1.38161 -1.99381 0.117
H 0.40047 -0.37666 -2.93022 0.125
H 1.77448 1.30473 -2.31230 0.114
H 0.71474 1.35329 -0.94209 0.078
H 3.23771 -0.33724 -1.03810 0.110
H 3.36269 1.32788 -0.59358 0.109
H 2.02310 -1.00691 0.84168 0.110
H 3.30092 0.02266 1.41671 0.125
H 0.65895 -0.68739 2.87772 0.114
H -0.93415 1.25578 3.81167 0.087
H -0.34002 3.47267 2.41230 0.088
H 1.60000 2.78205 0.65721 0.114
```

(5)
The following is a quantum chemistry calculation of one molecule with the formula C14H14N4O4S, from the OMol25 dataset.

total charge	0
electronic energy	-39726.86952	eV
multiplicity	1
SMILES string	Cc1cc(OCC(=O)Nc2nnc(C3CC3)s2)ccc1[N+](=O)[O-]
E_LUMO	-0.4	eV
E_HOMO	-9.2	eV
orbital gap	8.9	eV
strongest force on any atom	1.82	eV Å⁻¹

Structure (XYZ):
```
37
Properties=species:S:1:pos:R:3:lowdin_charge:R:1
C 0.42319 1.91544 2.29470 -0.025
C -0.35401 1.59921 1.06146 -0.178
C -1.29264 0.58533 1.09461 0.037
C -2.05326 0.23247 -0.02292 -0.274
O -2.84569 -0.84647 0.14389 -0.035
C -3.49243 -1.43833 -0.95414 -0.079
C -2.68643 -1.73291 -2.21360 -0.460
O -3.23394 -1.80403 -3.28812 0.091
N -1.32794 -1.90482 -2.13929 0.117
C -0.47709 -1.92332 -1.06361 -0.610
N -0.69350 -2.46141 0.08085 0.039
N 0.29377 -2.29853 0.94391 0.024
C 1.30815 -1.65008 0.49244 -0.539
C 2.51094 -1.37270 1.25664 -0.273
C 3.30261 -0.11299 1.00130 -0.129
C 3.85815 -1.42506 0.57405 -0.109
S 1.10377 -1.13295 -1.18115 1.110
C -1.93029 0.97432 -1.19946 -0.002
C -1.00661 1.99360 -1.24893 0.014
C -0.19841 2.28958 -0.15313 -0.127
N 0.79484 3.30354 -0.33845 -0.350
O 0.64388 4.07671 -1.26407 0.076
O 1.74903 3.32667 0.41523 0.070
H -0.00989 1.40383 3.14973 0.086
H 0.43684 2.98684 2.48381 0.091
H 1.45874 1.60144 2.18184 0.068
H -1.43800 0.00744 1.99360 0.134
H -3.86529 -2.39527 -0.57242 0.151
H -4.35576 -0.83829 -1.27566 0.147
H -0.89157 -1.98425 -3.05237 0.157
H 2.44096 -1.73766 2.27301 0.145
H 2.94248 0.56506 0.24195 0.086
H 3.74120 0.38051 1.85459 0.106
H 3.87293 -1.65703 -0.48031 0.091
H 4.67898 -1.85085 1.12926 0.104
H -2.53292 0.75532 -2.06677 0.120
H -0.87477 2.56963 -2.15243 0.125
```

(6)
The following is a quantum chemistry calculation of C14H15BiN5OS4 as an isolated structure, from the OMol25 dataset.

total charge	+1
electronic energy	-73437.27875	eV
multiplicity	1
E_LUMO	-2.9	eV
E_HOMO	-10.9	eV
orbital gap	8.0	eV
strongest force on any atom	3.40	eV Å⁻¹

Structure (XYZ):
```
40
Properties=species:S:1:pos:R:3:lowdin_charge:R:1
Bi -0.41011 -0.17156 0.80826 1.331
N -1.57649 -4.04069 -0.66898 0.114
C -2.60189 -3.15088 -0.52512 -0.699
N -2.45352 -1.87416 -0.56152 0.006
C -3.64099 -1.24456 -0.21620 -0.371
C -4.68006 -2.03054 0.14782 -0.330
S -4.19465 -3.67514 -0.05416 1.075
C -3.65371 0.23886 -0.22838 -0.345
C -4.73965 0.89249 -0.63441 -0.330
S -4.41448 2.59989 -0.63802 1.095
C -2.81576 2.29389 -0.08042 -0.694
N -2.50864 1.01899 0.09973 -0.084
N -1.98772 3.29494 0.30699 0.107
H -0.80632 -3.66248 -1.17475 0.098
H -1.86401 -4.94976 -0.85901 0.070
H -5.64608 -1.75803 0.46715 0.073
H -5.67661 0.50694 -1.02073 0.096
H -2.21759 4.27341 0.06296 0.130
H -1.01923 3.04341 0.45782 0.020
S 0.59807 1.83976 1.94041 0.492
C 1.78789 2.37891 0.69315 -0.667
C 2.60287 3.45591 1.03053 -0.117
C 3.60184 3.85992 0.17452 -0.082
C 3.69387 3.28626 -1.06272 -0.095
C 2.80808 2.32661 -1.47461 -0.125
C 1.86090 1.82555 -0.56317 -0.720
S 0.79286 0.62522 -1.25119 0.524
H 2.39243 3.85219 2.04936 0.115
H 4.32418 4.62712 0.47567 0.122
H 4.45921 3.62550 -1.75857 0.118
H 2.89184 1.92121 -2.48360 0.108
C 3.36425 -1.97240 0.26830 0.002
C 2.32144 -2.67269 1.05364 -0.566
N 2.40370 -4.01521 1.15017 0.183
O 1.35312 -2.10064 1.59191 -0.164
H 3.36096 -0.91264 0.54468 0.092
H 3.09026 -2.00669 -0.77949 0.090
H 4.31892 -2.47953 0.38542 0.092
H 3.20378 -4.57005 0.76171 0.150
H 1.67705 -4.49931 1.56486 0.085
```

(7)
The following is a quantum chemistry calculation of a 2-piece molecular cluster, C14H15Br2F3NO2 overall, from the OMol25 dataset.

total charge	+1
electronic energy	-168575.33581	eV
multiplicity	1
E_LUMO	-4.4	eV
E_HOMO	-11.8	eV
orbital gap	7.4	eV
strongest force on any atom	2.47	eV Å⁻¹

Structure (XYZ):
```
37
Properties=species:S:1:pos:R:3:lowdin_charge:R:1
F 1.44398 0.23272 -1.65142 0.095
C 0.80354 -0.88845 -1.64351 -1.005
F 1.63055 -1.86481 -1.38966 0.089
Br 0.06473 -1.12763 -3.43832 0.827
C -0.29802 -0.83624 -0.54210 -0.812
F 0.22809 -0.35081 0.58608 0.032
Br -1.68262 0.45395 -1.08129 0.849
C -0.93796 -2.20095 -0.36236 -0.174
C -1.38854 -2.45525 1.06329 -0.071
N -0.36940 -3.11629 1.91686 -0.007
C -0.55859 -3.20092 3.16102 0.030
C 0.59223 -3.80981 3.88858 -0.068
C 1.71218 -3.69523 2.81159 -0.103
C 0.90491 -3.73260 1.51997 -0.080
H -1.81063 -2.23877 -0.98927 0.103
H -0.28932 -2.99063 -0.72463 0.117
H -1.58668 -1.49430 1.51816 0.131
H -2.32812 -2.97953 1.08048 0.144
H -1.45787 -2.80755 3.60192 0.169
H 0.83627 -3.07817 4.65011 0.131
H 0.45919 -4.80503 4.28021 0.137
H 2.28706 -2.79155 2.88760 0.124
H 2.29167 -4.60298 2.84779 0.123
H 1.36264 -3.42171 0.59479 0.122
H 0.67393 -4.78739 1.36250 0.149
C -0.65119 6.48235 -2.67191 0.025
C 0.55885 6.42124 -2.12100 0.024
C 1.09045 5.15074 -1.56718 -0.383
O 2.19083 5.09064 -1.06228 0.110
C 0.21996 3.95074 -1.65371 0.016
C -0.98830 4.01251 -2.20378 0.005
C -1.52111 5.28269 -2.75785 -0.383
O -2.62288 5.33358 -3.25970 0.113
H -1.05705 7.39889 -3.08048 0.125
H 1.20795 7.28451 -2.04951 0.124
H 0.62539 3.03292 -1.24532 0.104
H -1.63612 3.14912 -2.27567 0.071
```